Here is a 4-piece molecular cluster, C31H60FN4O5P overall from the Open Molecules 2025 dataset. Energies are from wB97M-V/def2-TZVPD.

DFT total energy	-61327.09517	eV
molar mass	618.82	g/mol
LUMO energy	-0.9897	eV
gap between HOMO and LUMO	0.26344	Eh
E_HOMO	-8.158	eV
SMILES	CCc1ccc([C@@H](F)CC)c2c1C(=O)N(P(=O)(O)O)C2=O.CCN(CC)CC.CCN(CC)CC.CCN(CC)CC
energy relative to the best compared isomer or geometry (same formula, charge and spin)	0.0	kcal per mole

```
102
C31H60FN4O5P | the Open Molecules 2025 dataset | wB97M-V/def2-TZVPD
C -2.673 1.977 -0.602
C -1.703 2.183 0.583
C -2.047 1.438 1.840
C -2.800 0.273 1.851
C -3.088 -0.399 3.024
C -2.636 0.038 4.271
C -3.002 -0.763 5.491
F -1.839 -1.097 6.184
C -3.938 -0.053 6.454
C -5.169 0.595 5.799
C -1.892 1.198 4.274
C -1.618 1.872 3.089
C -0.830 3.088 3.435
O -0.309 3.903 2.740
N -0.768 3.174 4.887
P -1.490 4.618 5.504
O -0.748 5.834 5.257
O -1.718 4.321 7.037
O -2.938 4.590 4.814
C -1.296 1.937 5.406
O -1.239 1.619 6.567
H -2.123 1.675 -1.489
H -3.456 1.255 -0.409
H -3.175 2.912 -0.839
H -0.708 1.869 0.264
H -1.647 3.242 0.812
H -3.157 -0.131 0.919
H -3.675 -1.306 2.982
H -3.420 -1.718 5.170
H -4.253 -0.767 7.212
H -3.335 0.695 6.964
H -6.093 0.152 6.161
H -5.228 1.654 6.044
H -5.165 0.512 4.714
H -2.351 3.627 7.244
H -3.356 3.721 4.796
C 2.395 1.304 1.308
C 2.076 0.027 0.544
N 2.663 -0.015 -0.782
C 2.132 -1.075 -1.618
C 2.396 -2.529 -1.206
C 4.102 0.177 -0.834
C 4.986 -0.790 -0.034
H 2.097 2.186 0.740
H 1.838 1.303 2.246
H 3.457 1.384 1.539
H 0.988 -0.030 0.425
H 2.353 -0.845 1.158
H 2.508 -0.920 -2.633
H 1.049 -0.925 -1.676
H 3.426 -2.827 -1.395
H 1.754 -3.195 -1.786
H 2.178 -2.700 -0.151
H 4.320 1.195 -0.502
H 4.397 0.153 -1.886
H 4.601 -0.963 0.972
H 5.987 -0.367 0.070
H 5.091 -1.754 -0.530
C 6.187 -3.003 -3.635
C 7.550 -3.574 -3.273
N 8.645 -2.897 -3.940
C 9.909 -3.605 -3.843
C 10.546 -3.767 -2.457
C 8.700 -1.459 -3.748
C 8.801 -0.930 -2.310
H 6.040 -3.006 -4.715
H 5.403 -3.613 -3.183
H 6.055 -1.983 -3.271
H 7.581 -4.621 -3.585
H 7.652 -3.578 -2.175
H 10.622 -3.109 -4.507
H 9.751 -4.601 -4.266
H 10.983 -2.837 -2.094
H 11.350 -4.504 -2.509
H 9.827 -4.119 -1.716
H 7.810 -1.025 -4.210
H 9.539 -1.080 -4.335
H 8.116 -1.447 -1.637
H 8.537 0.130 -2.291
H 9.808 -1.018 -1.905
C -5.365 -0.902 -2.666
C -6.807 -0.560 -2.328
N -7.026 0.866 -2.167
C -8.312 1.189 -1.575
C -9.582 0.847 -2.364
C -6.611 1.697 -3.285
C -7.228 1.412 -4.662
H -4.689 -0.472 -1.925
H -5.230 -1.984 -2.668
H -5.072 -0.536 -3.651
H -7.065 -1.031 -1.376
H -7.466 -1.017 -3.084
H -8.314 2.257 -1.342
H -8.358 0.674 -0.610
H -9.740 1.526 -3.200
H -10.452 0.930 -1.710
H -9.558 -0.173 -2.751
H -5.525 1.621 -3.375
H -6.804 2.736 -3.008
H -7.249 0.344 -4.883
H -6.631 1.894 -5.437
H -8.244 1.795 -4.748
```

=====

Here is an isolated ion of composition C4H10N3 and charge +1 in a non-equilibrium geometry from the Open Molecules 2025 dataset. Energies are from wB97M-V/def2-TZVPD.

DFT total energy	-8767.19314	eV
molar mass	100.14	g/mol
⟨S²⟩	2.0144
multiplicity	3
LUMO energy (alpha / beta)	-3.8148 / -6.8862	eV
gap between HOMO and LUMO (alpha / beta)	0.28129 / 0.32585	Eh
E_HOMO (alpha / beta)	-11.469 / -15.753	eV
charge	+1
energy relative to the best compared isomer or geometry (same formula, charge and spin)	74.7	kcal per mole

```
17
C4H10N3 | the Open Molecules 2025 dataset | wB97M-V/def2-TZVPD
C -0.341 -0.972 1.655
C 1.663 0.212 -0.367
C -0.336 0.709 -1.726
C 0.224 0.140 -0.470
N -2.996 -0.441 0.524
N -0.584 -0.343 0.402
N -2.189 0.014 -0.136
H -1.200 -1.524 2.031
H 0.631 -1.465 1.808
H -0.079 -0.202 2.317
H 2.200 1.167 -0.354
H 2.042 -0.361 -1.183
H 1.947 -0.202 0.687
H -1.175 0.222 -2.223
H -0.613 1.791 -1.517
H 0.593 0.856 -2.341
H -3.505 -0.822 1.273
```

=====

Here is C26H27CsN5O4 as an isolated structure in a non-equilibrium geometry from the Open Molecules 2025 dataset. Energies are from wB97M-V/def2-TZVPD.

DFT total energy	-43588.23192	eV
molar mass	606.44	g/mol
LUMO energy	1.9170	eV
gap between HOMO and LUMO	0.21493	Eh
E_HOMO	-3.931	eV
charge	-1

```
63
C26H27CsN5O4 | the Open Molecules 2025 dataset | wB97M-V/def2-TZVPD
Cs 0.849 -0.386 0.320
C -0.124 -1.419 3.082
C 0.145 -2.521 2.268
C -1.101 -3.168 1.469
O -0.874 -4.233 0.695
C -2.305 -2.606 1.529
C -2.521 -1.371 2.284
C -1.357 -0.790 3.157
O -1.522 0.389 3.667
O -3.482 -0.641 2.141
O 1.268 -2.958 1.966
H 0.738 -1.148 3.723
H -3.188 -2.932 1.074
N -3.039 1.367 0.302
C -3.124 2.261 -0.693
C -2.806 3.502 -0.188
C -2.464 3.312 1.183
C -2.649 1.981 1.484
H -3.357 0.399 0.231
H -3.582 1.974 -1.618
H -2.833 4.452 -0.695
H -2.204 4.008 1.942
H -2.608 1.479 2.387
N -1.992 -2.874 -1.904
C -1.287 -2.871 -2.996
C -1.480 -1.685 -3.741
C -2.382 -0.965 -2.943
C -2.708 -1.745 -1.874
H -1.461 -4.229 -0.129
H -0.699 -3.703 -3.312
H -1.009 -1.423 -4.646
H -2.673 0.084 -3.196
H -3.484 -1.532 -1.088
N 1.328 1.353 3.060
C 0.840 2.607 2.718
C 1.876 3.445 2.301
C 3.062 2.588 2.274
C 2.662 1.303 2.763
H 0.641 0.721 3.389
H -0.172 2.866 2.964
H 1.903 4.524 2.111
H 4.052 2.955 2.094
H 3.280 0.415 2.777
N 2.608 -3.054 -0.651
C 2.129 -2.953 -1.975
C 2.804 -1.987 -2.653
C 3.793 -1.520 -1.725
C 3.640 -2.166 -0.542
H 2.085 -3.537 0.115
H 1.427 -3.680 -2.307
H 2.591 -1.646 -3.639
H 4.567 -0.763 -1.902
H 4.138 -2.044 0.411
N 0.701 2.648 -0.951
C 0.125 2.246 -2.073
C 1.060 1.548 -2.810
C 2.276 1.576 -2.057
C 2.049 2.249 -0.912
H 0.200 3.255 -0.249
H -0.941 2.486 -2.234
H 0.824 1.057 -3.702
H 3.127 1.090 -2.404
H 2.638 2.410 -0.077
```

=====

Here is a 2-piece molecular cluster, C3H9NO overall in a non-equilibrium geometry from the Open Molecules 2025 dataset. Energies are from wB97M-V/def2-TZVPD.

DFT total energy	-6793.16054	eV
molar mass	75.11	g/mol
LUMO energy	0.8429	eV
gap between HOMO and LUMO	0.36208	Eh
E_HOMO	-9.010	eV
SMILES	C=CCN.O
energy relative to the best compared isomer or geometry (same formula, charge and spin)	43.7	kcal per mole

```
14
C3H9NO | the Open Molecules 2025 dataset | wB97M-V/def2-TZVPD
C -1.104 -1.255 0.278
C -0.410 -0.437 -0.528
C -0.189 1.053 -0.429
N -0.010 1.709 -1.703
H -1.098 -2.359 0.280
H -1.631 -0.888 1.205
H 0.139 -0.845 -1.397
H 0.740 1.260 0.184
H -1.063 1.445 0.142
H 0.869 1.989 -1.913
H -0.307 1.177 -2.479
O 1.363 -0.521 2.061
H 1.487 -1.100 2.884
H 1.215 -1.229 1.416
```

=====

Question: The highest DFT total energy belongs to which entry?
Answer: C3H9NO

=====

Question: Among the records above, which one has the lowest DFT total energy?
Answer: C31H60FN4O5P